The following is a DFT calculation (wB97M-V/def2-TZVPD) of an isolated molecule of C18H20O5.

HOMO energy (Ha): -0.29779
F_max (eV/A): 0.9
Orbital gap (eV): 8.545
E (eV): -29229.4605
Energy relative to the best compared isomer or geometry (same formula, charge and spin) (eV): 0.000
Net charge: 0
SMILES string: CCc1cc2c3c(c(=O)oc2cc1O[C@H](C)C(=O)O)CCCC3

Last column: Mulliken charge in e.
Geometry (Å):
C 1.29 2.19 3.56  -1.09
H 2.18 1.57 3.46  0.31
H 0.52 1.61 4.07  0.32
H 1.54 3.05 4.18  0.34
C 0.80 2.64 2.19  -1.15
C 0.45 1.47 1.33  0.05
C -0.86 1.06 1.17  -0.60
C -1.21 -0.05 0.39  0.20
C -0.18 -0.74 -0.26  -0.99
C 1.15 -0.35 -0.11  -0.35
C 1.47 0.75 0.68  1.08
O 2.74 1.19 0.89  -0.41
C 3.80 0.64 0.14  0.46
C 3.60 0.87 -1.35  0.43
O 2.92 1.74 -1.83  -0.54
O 4.31 0.01 -2.08  -0.46
H 4.20 0.18 -3.03  0.37
C 5.08 1.35 0.58  -1.65
H 5.93 0.94 0.04  0.43
H 5.22 1.21 1.65  0.39
H 4.99 2.41 0.37  0.39
H 3.89 -0.44 0.32  0.34
H 1.89 -0.93 -0.64  0.55
O -0.41 -1.80 -1.05  -0.53
C -1.68 -2.26 -1.30  0.04
O -1.80 -3.20 -2.04  -0.68
C -2.78 -1.56 -0.64  1.07
C -2.56 -0.51 0.19  1.17
C -3.69 0.18 0.89  -0.92
C -5.00 -0.60 0.82  -1.02
C -5.23 -1.11 -0.60  -0.81
C -4.14 -2.10 -0.95  -0.98
H -4.17 -2.37 -2.01  0.37
H -4.28 -3.03 -0.40  0.34
H -6.21 -1.58 -0.68  0.36
H -5.21 -0.26 -1.29  0.33
H -5.82 0.03 1.15  0.38
H -4.95 -1.46 1.50  0.37
H -3.42 0.36 1.93  0.48
H -3.83 1.16 0.42  0.42
H -1.63 1.63 1.67  0.42
H -0.07 3.29 2.30  0.46
H 1.60 3.21 1.70  0.31

***

The following is a DFT calculation (wB97M-V/def2-TZVPD) of an isolated molecule of C3H5NS at a distorted geometry.

HOMO energy (Ha): -0.31697
F_max (eV/A): 1.3
Orbital gap (eV): 9.048
E (eV): -15515.6678
Energy relative to the best compared isomer or geometry (same formula, charge and spin) (eV): 1.205
Net charge: 0
SMILES string: S=CN1CC1

Last column: Mulliken charge in e.
Geometry (Å):
C -0.72 0.34 0.35  -0.10
C 1.60 -0.10 -0.44  -0.36
C 1.71 0.72 0.81  -0.33
H -1.12 0.93 1.19  0.30
H 1.43 -1.18 -0.37  0.26
H 2.11 0.22 -1.36  0.22
H 1.69 0.20 1.80  0.23
H 2.33 1.63 0.86  0.22
N 0.53 0.74 -0.01  -0.14
S -1.61 -0.79 -0.40  -0.31

***

The following is a DFT calculation (wB97M-V/def2-TZVPD) of a structure of composition C50H43N2O3P2RuS2Si at a distorted geometry.

HOMO energy (alpha / beta) (Ha): -0.26201 / -0.28813
F_max (eV/A): 2.2
Spin multiplicity: 2
Orbital gap (alpha / beta) (eV): 6.567 / 7.432
E (eV): -112380.5802
Energy relative to the best compared isomer or geometry (same formula, charge and spin) (eV): 1.289
Net charge: 0

Last column: Löwdin spin population.
Geometry (Å):
Ru 0.68 0.58 -0.22  0.79
S 1.66 -1.95 -0.23  -0.02
P 0.30 -2.01 1.20  0.01
C -0.61 -0.62 0.82  0.06
P -1.46 0.33 1.96  0.02
S -1.40 2.17 1.22  0.02
C -3.19 -0.19 2.13  0.00
C -4.05 0.56 2.94  0.00
C -5.38 0.20 3.03  0.00
C -5.87 -0.89 2.32  0.00
C -5.01 -1.63 1.51  0.00
C -3.67 -1.27 1.41  0.00
C -0.85 0.37 3.68  0.00
C 0.20 1.23 4.02  0.00
C 0.65 1.30 5.33  0.00
C 0.06 0.51 6.32  0.00
C -0.98 -0.35 5.99  0.00
C -1.43 -0.41 4.67  0.00
C 1.19 -2.03 2.80  0.01
C 2.12 -1.02 3.03  0.00
C 2.94 -1.04 4.14  0.00
C 2.85 -2.09 5.05  0.00
C 1.94 -3.11 4.84  0.00
C 1.11 -3.09 3.71  0.00
C -0.74 -3.49 1.23  0.00
C -0.69 -4.39 0.17  0.00
C -1.54 -5.49 0.15  0.00
C -2.45 -5.69 1.19  0.00
C -2.51 -4.79 2.24  0.00
C -1.66 -3.69 2.26  0.00
H -3.67 1.41 3.49  0.00
H -6.05 0.78 3.66  0.00
H -6.91 -1.16 2.40  0.00
H -5.39 -2.48 0.96  0.00
H -3.00 -1.82 0.76  0.00
H 0.65 1.85 3.26  0.00
H 1.45 1.98 5.59  0.00
H 0.41 0.57 7.34  0.00
H -1.45 -0.95 6.75  0.00
H -2.26 -1.07 4.42  0.00
H 2.20 -0.21 2.32  0.00
H 3.66 -0.25 4.30  0.00
H 3.50 -2.12 5.92  0.00
H 1.87 -3.93 5.54  0.00
H 0.43 -3.90 3.55  0.00
H 0.01 -4.22 -0.63  0.00
H -1.50 -6.18 -0.68  0.00
H -3.10 -6.55 1.17  0.00
H -3.21 -4.94 3.05  0.00
H -1.72 -2.98 3.08  0.00
O 0.90 -0.03 -2.11  0.00
Si 2.20 0.54 -2.93  0.00
C 1.67 1.46 -4.47  0.00
C 1.49 0.74 -5.66  0.00
C 0.98 1.35 -6.80  0.00
C 0.64 2.69 -6.78  0.00
C 0.82 3.43 -5.62  0.00
C 1.33 2.82 -4.48  0.00
C 3.10 1.71 -1.74  0.02
C 3.64 2.95 -2.07  0.00
C 4.15 3.80 -1.09  0.02
C 4.10 3.44 0.25  0.00
C 3.59 2.20 0.60  0.02
C 3.13 1.33 -0.39  0.01
C 3.55 -0.64 -3.45  0.00
C 4.63 -0.13 -4.20  0.00
C 5.69 -0.94 -4.58  0.00
C 5.69 -2.29 -4.22  0.00
C 4.64 -2.81 -3.49  0.00
C 3.58 -1.99 -3.11  0.00
H 1.74 -0.32 -5.68  0.00
H 0.85 0.77 -7.71  0.00
H 0.24 3.16 -7.67  0.00
H 0.57 4.49 -5.60  0.00
H 1.46 3.42 -3.58  0.00
H 3.67 3.27 -3.11  0.00
H 4.57 4.76 -1.38  0.00
H 4.45 4.12 1.01  0.00
H 3.59 1.89 1.64  0.00
H 2.93 0.29 -0.14  0.01
H 4.63 0.91 -4.49  0.00
H 6.51 -0.53 -5.15  0.00
H 6.52 -2.92 -4.52  0.00
H 4.64 -3.86 -3.22  0.00
H 2.76 -2.42 -2.55  0.00
O 0.64 4.76 2.30  0.00
C -0.23 5.72 1.74  0.00
N 0.40 6.49 0.70  0.00
C 0.60 6.15 -0.60  0.00
O 1.18 6.88 -1.38  0.00
C 0.06 4.82 -1.08  0.00
C -0.97 4.77 -2.01  0.00
C -1.39 3.55 -2.50  0.00
C -0.76 2.40 -2.04  0.00
N 0.23 2.46 -1.15  0.01
C 0.64 3.64 -0.68  0.00
H 0.18 3.90 2.28  0.00
H -0.52 6.43 2.51  0.00
H -1.13 5.24 1.35  0.00
H 0.85 7.36 0.96  0.00
H -1.43 5.69 -2.36  0.00
H -2.18 3.47 -3.23  0.00
H -1.03 1.42 -2.39  0.00
H 1.46 3.62 0.03  0.00

***

The following is a DFT calculation (wB97M-V/def2-TZVPD) of a structure of composition C35H33ClN4PbSi2 at a distorted geometry.

HOMO energy (alpha / beta) (Ha): -0.18408 / -0.18464
F_max (eV/A): 3.4
Orbital gap (alpha / beta) (eV): 4.210 / 3.055
E (eV): -76309.8344
Energy relative to the best compared isomer or geometry (same formula, charge and spin) (eV): 2.365
Net charge: 0

Last column: Mulliken charge in e.
Geometry (Å):
C 0.33 3.84 2.85  -0.29
C 1.25 3.16 2.01  -0.65
C 0.70 3.13 0.70  -0.38
H 2.22 2.75 2.30  0.47
C -0.58 3.74 0.75  0.03
C -0.81 4.18 2.07  -0.89
H -1.67 4.75 2.41  0.41
H 0.50 4.11 3.89  0.48
H 1.22 2.78 -0.20  0.52
H -1.27 3.85 -0.09  0.46
Pb -0.58 0.28 1.12  0.68
Si -2.25 -4.34 -0.20  0.37
C 1.27 -1.09 0.49  0.01
C 1.23 -2.32 1.19  -0.07
H 0.35 -2.96 1.13  0.08
C 2.35 -2.72 1.90  -0.68
H 2.47 -3.76 2.22  0.42
C 3.34 -1.79 2.22  -0.57
H 4.15 -2.06 2.90  0.38
C 3.33 -0.52 1.63  -1.16
H 4.12 0.19 1.86  0.41
C 2.36 -0.21 0.66  0.40
H 2.46 0.69 0.03  0.44
C 0.10 0.73 -1.90  0.89
C 1.13 1.20 -2.71  -0.43
H 1.99 0.55 -2.92  0.15
C 1.08 2.48 -3.29  -0.73
H 1.89 2.84 -3.92  0.41
C -0.03 3.30 -3.08  -0.58
H -0.06 4.32 -3.48  0.37
C -1.12 2.81 -2.36  -0.99
H -2.02 3.43 -2.27  0.56
C -1.06 1.54 -1.77  -0.17
H -1.95 1.16 -1.25  0.31
H -2.47 -3.30 -1.26  0.08
Si 0.02 -1.07 -1.28  -0.17
C -1.08 -1.52 -2.91  0.64
C -0.44 -1.75 -4.14  -0.35
H 0.63 -1.95 -4.18  0.23
C -1.14 -1.66 -5.36  -0.74
H -0.61 -1.86 -6.29  0.39
C -2.49 -1.28 -5.35  -0.48
H -3.00 -1.07 -6.29  0.36
C -3.17 -1.21 -4.14  -0.77
H -4.26 -1.06 -4.13  0.39
C -2.47 -1.30 -2.92  -0.27
H -3.00 -1.18 -1.97  0.34
C 1.32 -2.44 -1.94  0.83
C 2.67 -2.11 -2.10  -0.10
H 3.01 -1.11 -1.88  0.19
C 3.60 -3.06 -2.56  -0.95
H 4.63 -2.75 -2.70  0.39
C 3.21 -4.36 -2.84  -0.63
H 3.92 -5.10 -3.23  0.34
C 1.87 -4.73 -2.64  -0.62
H 1.55 -5.76 -2.82  0.40
C 0.94 -3.76 -2.21  0.26
H -0.11 -4.04 -2.08  -0.01
H -3.25 -5.34 -0.50  -0.22
Cl -2.75 -3.44 1.59  -0.19
N -0.31 1.53 5.67  -0.10
C 1.02 1.13 5.67  -0.86
C 1.26 0.59 4.44  -0.43
N 0.11 0.67 3.67  0.36
C -0.82 1.27 4.43  -0.18
C -2.12 1.75 3.99  0.34
N -2.63 1.65 2.75  0.16
C -3.84 2.33 2.76  -0.57
C -4.04 2.89 4.01  -0.60
N -2.97 2.49 4.78  -0.12
H -0.82 1.90 6.46  0.21
H 1.66 1.28 6.51  0.45
H 2.16 0.15 4.06  0.31
H -4.48 2.38 1.90  0.40
H -4.83 3.51 4.38  0.43
H -2.87 2.65 5.78  0.19

***

The following is a DFT calculation (wB97M-V/def2-TZVPD) of a structure of composition C11H20IMnN4O4Se at a distorted geometry.

HOMO energy (alpha / beta) (Ha): -0.38687 / -0.38669
F_max (eV/A): 2.0
Spin multiplicity: 2
Orbital gap (alpha / beta) (eV): 7.712 / 7.741
E (eV): -130642.8991
Energy relative to the best compared isomer or geometry (same formula, charge and spin) (eV): 1.206
Net charge: +1

Last column: Löwdin spin population.
Geometry (Å):
Mn -1.24 0.22 -0.25  0.98
C 1.64 -4.00 1.56  0.00
N 0.43 -3.46 0.99  0.00
C -0.75 -4.30 1.14  0.00
C 0.35 -2.35 0.27  0.00
O -0.70 -1.93 -0.24  0.02
C 1.63 -1.53 0.07  0.00
O 1.25 -0.30 -0.52  0.00
C 2.11 0.79 -0.26  0.00
C 1.22 2.02 -0.17  0.00
O 0.07 1.97 -0.63  0.01
N 1.70 3.10 0.45  0.00
C 3.04 3.20 0.96  0.00
C 0.80 4.20 0.75  0.00
H 1.39 -4.52 2.49  0.00
H 2.36 -3.22 1.79  0.00
H 2.11 -4.72 0.88  0.00
H -0.90 -4.52 2.20  0.00
H -0.62 -5.23 0.59  0.00
H -1.62 -3.77 0.75  0.00
H 2.33 -2.07 -0.59  0.00
H 2.11 -1.34 1.04  0.00
H 2.84 0.90 -1.08  0.00
H 2.65 0.64 0.69  0.00
H 3.76 2.72 0.30  0.00
H 3.11 2.75 1.95  0.00
H 3.31 4.25 1.05  0.00
H -0.22 3.83 0.69  0.00
H 0.93 5.02 0.05  0.00
H 1.00 4.55 1.76  0.00
Se 0.58 -0.74 3.72  0.00
C -0.50 -0.10 2.53  0.00
N -1.18 0.32 1.67  0.00
N -2.69 0.85 -3.68  0.00
C -3.42 0.86 -2.55  0.00
O -2.90 0.64 -1.45  0.00
C -4.89 1.13 -2.68  0.00
I -5.90 -0.78 -2.57  0.00
H -1.70 0.64 -3.62  0.00
H -3.09 1.01 -4.59  0.00
H -5.17 1.58 -3.62  0.00
H -5.24 1.71 -1.83  0.00

***

The following is a DFT calculation (wB97M-V/def2-TZVPD) of the ion C5H9N2 with charge +1 at a distorted geometry.

HOMO energy (Ha): -0.44853
F_max (eV/A): 4.1
Orbital gap (eV): 7.533
E (eV): -8300.4078
Energy relative to the best compared isomer or geometry (same formula, charge and spin) (eV): 5.324
Net charge: +1

Last column: Mulliken charge in e.
Geometry (Å):
C -2.83 -1.24 -0.33  -0.19
C -0.70 1.31 0.77  -0.27
C -1.56 0.86 -0.34  -0.47
C 0.89 -0.28 -0.22  0.33
C 2.21 -0.83 -0.28  -1.12
N 0.52 0.64 0.62  -0.01
N -1.99 -0.34 -0.31  0.00
H -2.51 -2.36 -0.46  0.24
H -0.55 2.41 0.78  0.30
H -1.03 0.94 1.82  0.29
H -1.58 1.49 -1.28  0.30
H 0.13 -0.44 -1.01  0.47
H 2.72 -0.82 -1.31  0.33
H 2.13 -1.92 -0.07  0.31
H 2.99 -0.38 0.39  0.31
H 1.17 0.97 1.22  0.19

***

Number 3 is which compound? C50H43N2O3P2RuS2Si

***

Look up the energy relative to the best compared isomer or geometry (same formula, charge and spin) of the third one. 1.289 eV

***

Look up the net charge of the fifth one. +1

***

Which of these has the highest energy relative to the best compared isomer or geometry (same formula, charge and spin)? C5H9N2